1.
{
  "formula": "C9H7NO4RhS",
  "method": "the ωB97M-V functional and the def2-TZVPD basis",
  "energy_ev": -32931.7506,
  "fmax_ha_per_bohr": 0.1562,
  "multiplicity": 5,
  "charge": 3,
  "e_lumo_ev": [-13.045, -15.582],
  "homo_ev": [-17.21, -21.59],
  "s_squared": 6.020,
  "elements": ["Rh", "S", "O", "O", "O", "O", "N", "C", "C", "C", "C", "C", "C", "C", "C", "C", "H", "H", "H", "H", "H", "H", "H"],
  "positions_angstrom": [[0.696, 1.162, -2.040], [1.730, -0.587, 0.242], [-2.184, -0.076, -1.780], [3.630, 2.317, -2.151], [-0.039, 3.038, 0.372], [1.587, -1.312, -3.769], [0.227, -0.225, 2.385], [1.277, -0.457, -3.041], [-1.753, -1.434, 2.942], [-0.380, -2.088, 1.045], [-1.106, 0.339, -1.863], [0.270, 2.300, -0.474], [0.461, -0.991, 1.258], [2.567, 1.837, -2.027], [-0.841, -0.446, 3.236], [-1.501, -2.283, 1.846], [0.816, 0.612, 2.495], [-0.118, 2.500, -4.012], [-2.627, -1.563, 3.581], [-0.187, -2.606, 0.110], [-0.933, 0.316, 4.016], [-2.192, -3.091, 1.607], [0.603, 2.735, -3.977]],
  "forces_ev_per_angstrom": [[0.56, -1.73, 2.00], [1.15, 0.15, -0.68], [5.11, 1.76, -0.24], [-6.23, -3.04, 1.01], [1.68, -3.99, -3.91], [-1.55, 4.22, 4.23], [0.41, 2.03, 1.65], [1.69, -4.36, -5.82], [-0.55, -0.40, 0.84], [-1.42, -0.15, -0.25], [-5.96, -1.59, -0.22], [-2.20, 5.49, 3.80], [-0.96, -0.75, 0.30], [6.90, 3.78, -1.61], [1.44, 2.08, -0.32], [0.51, -1.58, -2.00], [-0.57, -0.64, 0.58], [-0.10, -0.17, 0.18], [0.17, 0.03, -0.15], [-0.30, -0.68, 0.36], [-0.13, -0.54, -0.03], [0.22, 0.19, 0.13], [0.13, -0.08, 0.17]]
}

---

2.
{
  "formula": "C36H36F3N4OP2SW",
  "method": "the ωB97M-V functional and the def2-TZVPD basis",
  "relative_energy_kcal_mol": 0.0,
  "energy_ev": -85293.3203,
  "fmax_ha_per_bohr": 0.0286,
  "multiplicity": 3,
  "charge": 3,
  "e_lumo_ev": [-10.281, -9.895],
  "homo_ev": [-16.56, -16.56],
  "s_squared": 2.027,
  "elements": ["W", "S", "P", "P", "F", "F", "F", "O", "N", "N", "N", "N", "C", "C", "C", "C", "C", "C", "C", "C", "C", "C", "C", "C", "C", "C", "C", "C", "C", "C", "C", "C", "C", "C", "C", "C", "C", "C", "C", "C", "C", "C", "C", "C", "C", "C", "C", "C", "H", "H", "H", "H", "H", "H", "H", "H", "H", "H", "H", "H", "H", "H", "H", "H", "H", "H", "H", "H", "H", "H", "H", "H", "H", "H", "H", "H", "H", "H", "H", "H", "H", "H", "H", "H"],
  "positions_angstrom": [[-0.556, -0.072, 0.166], [-2.161, 0.998, -1.110], [1.116, 1.732, 0.706], [1.320, -0.036, -1.484], [-6.157, 2.833, 0.056], [-4.330, 3.122, -1.070], [-5.443, 1.283, -1.276], [-1.026, -1.939, 0.407], [-0.563, -3.682, 1.775], [-2.270, 0.509, 1.405], [-1.848, -3.975, -0.139], [1.935, 1.350, -0.717], [4.605, -1.136, -3.518], [0.480, 3.398, 0.617], [-2.014, -5.416, 0.145], [-3.031, 1.065, 0.451], [-1.150, -3.217, 0.683], [-1.005, 1.270, -5.202], [0.435, 0.517, -2.954], [-2.699, 0.489, 2.674], [2.283, 2.611, 3.043], [-2.044, -5.635, 1.642], [-0.414, 2.240, -4.400], [-4.717, 1.585, 2.031], [-0.157, -0.459, -3.763], [-4.263, 1.617, 0.717], [2.316, 1.663, 2.019], [4.968, -2.334, -2.909], [-3.924, 1.018, 3.020], [-1.230, 5.038, 1.026], [-0.407, 6.017, 0.485], [4.254, 0.631, 2.996], [1.317, 4.387, 0.094], [-0.789, 3.726, 1.091], [-0.777, -5.073, 2.243], [4.211, -2.859, -1.871], [0.865, 5.694, 0.023], [-0.876, -0.080, -4.885], [0.280, -2.837, 2.618], [4.230, 1.584, 4.010], [-5.077, 2.228, -0.407], [3.294, 0.661, 2.000], [3.473, -0.458, -3.096], [0.299, 1.869, -3.267], [-2.465, -3.480, -1.375], [2.721, -0.983, -2.041], [3.084, -2.182, -1.430], [3.249, 2.567, 4.036], [-0.025, -1.513, -3.537], [0.980, -3.479, 3.147], [-2.332, -2.412, -1.481], [-2.916, -5.133, 2.067], [5.198, -0.738, -4.331], [-1.424, 2.968, 1.531], [0.094, -5.671, 1.973], [4.987, 1.562, 4.783], [-4.249, 0.990, 4.051], [3.325, -0.071, 1.199], [-2.943, -5.734, -0.321], [3.172, 0.456, -3.596], [1.507, 6.464, -0.384], [4.499, -3.794, -1.409], [-5.683, 2.012, 2.271], [-2.017, -3.985, -2.230], [-1.560, 1.565, -6.083], [-1.197, -5.968, -0.323], [2.492, -2.589, -0.616], [2.824, 1.767, -0.978], [-0.754, 7.041, 0.430], [5.845, -2.866, -3.255], [3.243, 3.308, 4.825], [-3.531, -3.702, -1.358], [5.030, -0.123, 2.978], [-1.326, -0.831, -5.521], [-0.306, -2.288, 3.357], [-2.128, -6.696, 1.870], [0.744, 2.629, -2.634], [1.527, 3.386, 3.054], [-2.043, 0.047, 3.411], [2.318, 4.148, -0.249], [0.869, -2.147, 2.024], [-2.212, 5.303, 1.399], [-0.505, 3.287, -4.660], [-0.842, -5.044, 3.329]],
  "forces_ev_per_angstrom": [[-1.43, -0.21, -0.29], [0.67, -0.37, 0.37], [0.39, 0.23, -0.32], [0.10, 0.63, -0.39], [-0.09, 0.04, 0.04], [0.08, 0.10, -0.05], [-0.02, -0.10, -0.07], [0.27, -0.13, 0.12], [0.13, -0.10, 0.28], [-0.03, 0.09, 0.22], [-0.18, -0.13, -0.15], [0.28, -0.01, 0.04], [0.00, 0.00, 0.00], [-0.03, 0.00, 0.00], [0.01, 0.06, -0.02], [0.02, 0.01, -0.02], [0.07, 0.21, -0.16], [0.02, 0.01, 0.01], [0.11, -0.03, -0.04], [0.06, -0.07, 0.00], [0.02, -0.03, 0.03], [-0.04, 0.08, -0.01], [-0.01, -0.01, 0.03], [-0.03, 0.03, -0.03], [0.02, -0.01, -0.04], [-0.13, 0.04, 0.00], [-0.09, -0.19, 0.11], [0.01, 0.03, -0.03], [-0.07, 0.02, 0.08], [0.00, 0.02, 0.01], [0.00, 0.01, -0.01], [-0.01, -0.01, 0.00], [-0.03, 0.02, -0.01], [0.02, 0.03, 0.01], [0.01, 0.04, 0.00], [-0.01, -0.01, 0.03], [0.01, 0.02, 0.00], [0.00, 0.00, 0.03], [-0.16, -0.14, 0.05], [0.01, 0.00, 0.01], [0.02, -0.01, 0.07], [-0.01, 0.04, 0.08], [0.04, -0.11, -0.02], [-0.05, 0.03, -0.03], [0.02, -0.13, 0.08], [-0.17, -0.21, 0.15], [0.07, 0.00, 0.04], [0.00, 0.00, 0.03], [-0.01, 0.02, -0.01], [0.00, -0.02, 0.01], [0.04, 0.11, 0.02], [0.00, -0.05, 0.01], [-0.01, -0.02, 0.01], [-0.03, -0.01, 0.01], [0.04, 0.00, -0.01], [-0.01, 0.00, -0.02], [-0.01, 0.01, -0.03], [0.02, 0.02, -0.03], [-0.03, 0.03, -0.03], [0.00, -0.02, 0.01], [-0.02, -0.01, 0.01], [0.00, 0.01, -0.02], [0.01, -0.01, 0.01], [0.02, -0.02, 0.01], [0.03, -0.01, 0.04], [0.02, -0.01, -0.03], [-0.01, 0.01, -0.01], [-0.05, 0.07, -0.05], [0.02, -0.02, 0.00], [-0.02, 0.03, 0.01], [0.00, -0.02, -0.01], [-0.01, -0.01, 0.03], [-0.02, 0.01, 0.01], [0.02, 0.02, 0.02], [-0.03, 0.00, -0.01], [0.03, 0.01, -0.01], [0.00, -0.02, -0.02], [0.04, 0.00, -0.01], [0.02, -0.02, -0.01], [-0.03, 0.02, -0.01], [0.12, 0.13, -0.14], [0.03, -0.01, -0.02], [-0.01, -0.04, 0.01], [0.01, 0.04, 0.03]]
}

---

3.
{
  "formula": "C5H11CaO3",
  "method": "the ωB97M-V functional and the def2-TZVPD basis",
  "relative_energy_kcal_mol": 34.6,
  "energy_ev": -29936.7504,
  "fmax_ha_per_bohr": 0.0603,
  "charge": 1,
  "e_lumo_ev": -3.989,
  "homo_ev": -11.06,
  "elements": ["Ca", "O", "O", "O", "C", "C", "C", "C", "C", "H", "H", "H", "H", "H", "H", "H", "H", "H", "H", "H"],
  "positions_angstrom": [[-0.520, -0.052, 1.608], [-2.547, 0.293, 1.259], [-0.660, 0.638, -0.448], [1.083, -0.984, 0.553], [0.213, 0.036, -1.401], [-1.905, 1.145, -0.853], [-2.888, 0.843, 0.218], [1.471, -0.322, -0.649], [2.169, -1.566, 1.270], [-0.283, -0.864, -1.793], [2.092, -0.989, -1.263], [-3.931, 1.162, 0.059], [-0.005, 1.563, 2.463], [-2.237, 0.655, -1.783], [-1.843, 2.288, -0.995], [2.794, -0.779, 1.715], [0.437, 0.738, -2.215], [2.049, 0.578, -0.391], [2.768, -2.184, 0.589], [1.744, -2.197, 2.058]],
  "forces_ev_per_angstrom": [[0.83, -0.62, 2.92], [-2.58, 0.63, -1.43], [0.08, 0.43, -0.52], [0.86, -0.80, -1.00], [-0.18, -0.10, -0.50], [0.25, 1.19, -0.83], [-0.36, 0.03, 0.94], [0.50, 0.24, -0.23], [0.63, -0.14, 0.16], [0.17, 0.16, -0.08], [-0.11, 0.15, 0.12], [0.15, -0.08, 0.05], [0.31, 0.57, 0.28], [-0.05, 0.35, 0.07], [-0.26, -1.59, 0.04], [-0.11, -0.22, -0.11], [-0.01, -0.21, 0.12], [-0.13, -0.19, -0.09], [-0.12, 0.08, 0.24], [0.12, 0.11, -0.16]]
}

---

4.
{
  "formula": "H2NO3S",
  "method": "the ωB97M-V functional and the def2-TZVPD basis",
  "relative_energy_kcal_mol": 17.2,
  "energy_ev": -18497.8354,
  "fmax_ha_per_bohr": 0.1604,
  "multiplicity": 3,
  "charge": -1,
  "e_lumo_ev": [4.057, 2.700],
  "homo_ev": [-1.40, -4.59],
  "s_squared": 2.009,
  "elements": ["S", "O", "O", "O", "N", "H", "H"],
  "positions_angstrom": [[1.290, 0.998, -1.018], [0.891, 0.096, -2.142], [-0.615, -1.433, 2.177], [1.250, 2.442, -1.386], [-0.688, -0.650, 1.052], [-1.593, -0.286, 0.984], [-0.535, -1.166, 0.334]],
  "forces_ev_per_angstrom": [[0.15, 0.02, 0.36], [-0.23, -0.56, -0.35], [0.03, 1.73, -2.03], [0.05, 0.59, -0.07], [-0.79, 0.57, 8.19], [-1.51, 1.51, 0.12], [2.31, -3.86, -6.22]]
}